# 1
Here is a molecular structure, C13H39FN3O5PSSi2 from the Open Molecules 2025 dataset. Energies are from the ωB97M-V functional and the def2-TZVPD basis.

Each line ends with the Löwdin charge.
CARTESIAN COORDINATES (ANGSTROEM)
C: 6.9950 -2.3326 0.5053  -0.104
C: 6.6405 -2.6306 -0.9491  -0.229
C: 5.1463 -2.4960 -1.1545  -0.252
O: 4.7912 -2.9369 -2.4744  -0.171
Si: 3.5451 -2.3197 -3.3080  0.062
O: 2.1902 -3.2214 -3.1724  -0.202
C: 1.9667 -4.0507 -2.0280  -0.296
C: 0.4919 -4.3671 -1.9188  -0.072
O: 3.2611 -0.7606 -2.9585  -0.214
Si: 2.0798 -0.1000 -2.0296  0.275
N: 2.6602 0.1431 -0.4350  -0.033
F: 1.8256 1.3529 -2.6297  -0.115
P: 4.1814 -2.4196 -5.4760  0.246
S: 4.9183 -0.7030 -6.1005  0.011
H: 6.3442 -1.5450 0.8879  0.073
H: 6.8560 -3.1972 1.1510  0.072
H: 8.0150 -1.9762 0.6065  0.069
H: 6.9677 -3.6183 -1.2630  0.113
H: 7.1146 -1.8745 -1.5729  0.116
H: 4.6225 -3.1229 -0.4281  0.122
H: 4.8658 -1.4533 -1.0082  0.101
H: 2.5442 -4.9703 -2.1116  0.121
H: 2.2829 -3.5363 -1.1160  0.104
H: 0.2601 -4.7531 -0.9291  0.078
H: -0.0935 -3.4617 -2.0647  0.070
H: 0.1826 -5.0825 -2.6755  0.078
H: 0.8368 -0.8776 -2.0533  0.026
H: 2.3133 -0.5182 0.2467  0.033
H: 2.4915 1.0796 -0.0899  0.040
H: 5.1386 -3.4433 -5.5508  -0.059
H: 3.0789 -2.8381 -6.2376  -0.061
C: -1.0462 2.7311 -2.0146  -0.065
C: -2.1532 2.3682 -1.0305  -0.432
C: -3.4137 3.2315 -1.1577  -0.211
O: -3.2978 4.5368 -0.6282  -0.189
C: -2.6691 5.4826 -1.4691  -0.110
N: -1.6045 2.3800 0.3290  0.043
H: -0.5004 3.6228 -1.7058  0.071
H: -0.3243 1.9220 -2.0750  0.040
H: -1.4428 2.9032 -3.0174  0.084
H: -2.4629 1.3404 -1.2478  0.133
H: -4.2097 2.7568 -0.5787  0.119
H: -3.7490 3.2781 -2.2034  0.119
H: -2.9079 5.3001 -2.5216  0.090
H: -1.5832 5.4842 -1.3467  0.075
H: -3.0448 6.4664 -1.1895  0.086
H: -2.3102 2.0269 0.9715  0.040
H: -1.4828 3.3522 0.5997  0.068
C: -4.7078 2.3707 4.4926  -0.067
C: -5.0443 1.1104 3.7018  -0.431
C: -5.2789 -0.1293 4.5722  -0.212
O: -4.1078 -0.7128 5.1045  -0.188
C: -3.5951 -0.1015 6.2718  -0.107
N: -4.0030 0.8942 2.6931  0.039
H: -3.6710 2.3682 4.8290  0.065
H: -4.8405 3.2506 3.8645  0.076
H: -5.3534 2.4763 5.3663  0.078
H: -5.9827 1.2965 3.1706  0.135
H: -5.7260 -0.9049 3.9453  0.122
H: -5.9923 0.0913 5.3778  0.121
H: -4.4010 0.2723 6.9110  0.090
H: -2.9140 0.7209 6.0399  0.075
H: -3.0379 -0.8615 6.8181  0.087
H: -4.2768 0.1288 2.0836  0.077
H: -3.1749 0.5493 3.1722  0.074

The frontier orbital gap is 0.313 hartree. For the energy relative to the best compared isomer or geometry (same formula, charge and spin), the calculation gives 0.0 kJ/mol.

=====

# 2
Here is a molecular structure, C13H39N5O5Ti from the Open Molecules 2025 dataset. Energies are from the ωB97M-V functional and the def2-TZVPD basis.

Each line ends with the Löwdin spin population.
CARTESIAN COORDINATES (ANGSTROEM)
Ti: -0.2914 0.6528 0.4244  1.102
C: -2.4619 -0.9068 2.0973  0.004
O: -2.2432 -0.1692 1.1187  0.011
N: -1.6423 -0.7143 3.2249  0.003
N: -3.3712 -1.9546 2.1515  0.002
H: -0.9617 0.0505 3.1454  0.001
H: -1.4319 -1.4989 3.8239  0.000
H: -4.0607 -2.1121 1.4779  0.000
H: -3.1717 -2.7421 2.7415  0.000
C: 2.5939 3.2393 0.1459  0.001
C: 2.8968 2.0238 -0.7048  0.000
C: 3.6553 1.0162 0.2416  0.001
O: 3.5565 -0.2777 -0.2302  0.000
C: 4.5392 -1.1644 0.2823  0.000
N: 1.5744 1.4128 -1.0724  0.005
H: 3.4822 3.8627 0.2194  0.000
H: 2.2604 2.8472 1.0848  0.000
H: 1.8652 3.9270 -0.3061  0.000
H: 3.5241 2.1235 -1.5768  0.000
H: 3.1585 1.2173 1.1813  0.000
H: 4.6620 1.4178 0.4657  0.000
H: 5.4853 -0.6140 0.3960  0.000
H: 4.6477 -1.9589 -0.3940  0.000
H: 4.3866 -1.5625 1.2737  0.000
H: 1.0121 1.9674 -1.7022  0.001
H: 1.7890 0.5588 -1.5596  0.002
C: 1.9941 -3.3732 0.0500  0.000
C: 0.9297 -2.3528 -0.3264  0.001
C: -0.4113 -3.1700 -0.5414  0.000
O: -0.6354 -4.0129 0.6040  0.000
C: -1.6610 -4.9390 0.4827  0.000
N: 0.8103 -1.2930 0.6798  0.015
H: 1.7253 -3.9992 0.9053  0.000
H: 2.8783 -2.8709 0.3238  0.000
H: 2.0935 -4.0635 -0.7955  0.000
H: 1.2024 -1.8807 -1.2233  0.000
H: -0.3024 -3.8835 -1.3945  0.000
H: -1.2674 -2.5216 -0.6189  0.000
H: -2.5778 -4.3786 0.2828  0.000
H: -1.6553 -5.4790 1.4147  0.000
H: -1.3340 -5.6442 -0.3303  0.000
H: 1.6707 -0.8238 0.9653  0.003
H: 0.5713 -1.7320 1.5629  0.003
C: -2.4408 2.1351 -3.2484  0.008
C: -1.6090 1.8991 -2.0489  0.002
C: -2.1117 2.7506 -0.8805  0.001
O: -1.3626 2.5899 0.2428  0.020
C: -1.7902 3.1288 1.4588  0.008
N: -1.4311 0.5075 -1.5586  0.002
H: -2.2347 3.1847 -3.5646  0.000
H: -3.4813 1.8891 -2.9464  0.007
H: -2.3304 1.4325 -4.0930  0.010
H: -0.5274 2.1013 -2.3104  0.001
H: -3.1612 2.5983 -0.7157  0.000
H: -2.1517 3.7926 -1.2797  0.000
H: -0.8414 3.2302 2.0280  0.001
H: -2.4007 2.4376 2.0234  0.000
H: -2.1740 4.1020 1.2510  0.016
H: -1.2123 -0.2390 -2.2659  0.001
H: -2.2104 0.1795 -1.0431  0.000
O: 0.6113 1.4607 2.1067  -0.182
H: -1.8940 7.1390 1.7206  0.974
H: -4.7305 -0.5432 -4.8669  0.973

The frontier orbital gap (alpha / beta) is 0.290 / 0.302 hartree. The charge is +1. For the energy relative to the best compared isomer or geometry (same formula, charge and spin), the calculation gives 303.1 kJ/mol. The spin multiplicity is 4.

=====

# 3
Here is 2 unconnected molecules or ions with the total composition C13H3F17N2O3 from the Open Molecules 2025 dataset. Energies are from the ωB97M-V functional and the def2-TZVPD basis.

Each line ends with the Löwdin charge.
CARTESIAN COORDINATES (ANGSTROEM)
N: 1.0094 -5.4489 -1.5164  0.116
C: -0.0166 -4.7154 -1.8956  -0.134
C: -1.1618 -3.6498 -2.4876  -0.124
C: -0.4653 -2.1574 -2.4379  -0.167
C: 1.0132 -2.1772 -1.6559  -0.110
N: 2.1116 -1.9873 -1.0044  0.176
C: -1.4544 -0.9540 -1.9288  -0.163
F: -2.7336 -1.0221 -2.7300  -0.035
F: -0.7834 0.3323 -2.3518  -0.017
C: -1.8470 -0.9947 -0.3380  -0.097
F: -3.3573 -1.0230 -0.2889  -0.020
F: -1.4356 -2.2754 0.3515  0.023
C: -1.1885 0.2134 0.5546  -0.122
F: 0.2803 0.1416 0.3830  0.032
F: -1.4484 -0.1546 1.9972  -0.002
C: -1.8521 1.6915 0.3404  -0.122
F: -2.6661 2.0093 1.5733  -0.012
F: -2.7894 1.8123 -0.7995  0.018
C: -0.7716 2.9284 0.2005  -0.099
F: 0.1812 2.7515 -0.9591  -0.006
F: -1.5988 4.1330 -0.1872  -0.019
C: -0.0172 3.3424 1.5950  -0.122
F: -0.9502 4.2878 2.3151  -0.012
F: 0.2344 2.2288 2.5359  0.047
C: 1.3928 4.1717 1.3946  -0.083
F: 1.3339 5.1652 0.2596  0.009
F: 1.5441 5.0218 2.6342  -0.013
C: 2.7346 3.2324 1.3228  -0.140
F: 3.1885 2.8608 2.6970  0.035
F: 2.5778 1.9724 0.5559  0.054
F: 3.8427 3.9939 0.6338  0.005
H: -2.1287 -3.6562 -1.8249  0.119
H: -1.4790 -3.9594 -3.5949  0.123
H: -0.1890 -1.8981 -3.5703  0.159
C: 2.2660 -4.0286 2.0512  -1.155
O: 3.3125 -3.4132 1.9181  -0.053
O: 1.1883 -3.7236 1.5273  -0.036
O: 2.1224 -5.0517 2.7304  -0.054

The frontier orbital gap is 0.074 hartree. The charge is -2.

=====

| no. | strongest force on any atom (eV/A) |
| --- | --- |
| 1 | 1.30 |
| 2 | 7.18 |
| 3 | 12.68 |